No. 1
# C6H15NO

A 2-piece molecular cluster, C6H15NO overall at a distorted geometry (ωB97M-V with the def2-TZVPD basis set, the OMol25 dataset).

Summary:
LUMO	0.640	eV
SMILES string	CCC/C(C)=C/N.O
maximum force	0.032	Eh/bohr

```
23
Properties=species:S:1:pos:R:3:forces:R:3
C -2.787670 0.360624 -1.599979 -0.15 -1.18 -0.04
C -1.452683 -0.037563 -0.983040 0.50 1.17 1.00
C -0.693031 1.209748 -0.434595 -0.22 -0.51 -0.14
C 0.697620 0.849040 0.055426 -0.32 0.15 -1.50
C 0.946093 0.392436 1.440617 1.33 0.16 0.41
C 1.662153 0.874974 -0.882826 -0.78 0.47 0.80
N 3.016859 0.571257 -0.741665 0.38 -0.15 -0.08
H -3.399917 1.042486 -1.011829 0.31 0.18 0.18
H -2.639614 0.770415 -2.595683 -0.07 0.15 -0.06
H -3.385442 -0.553536 -1.690771 -0.09 0.17 -0.29
H -0.778170 -0.515451 -1.690603 -0.19 -0.10 -0.24
H -1.552332 -0.725206 -0.139901 -0.30 -0.17 -0.09
H -0.676466 1.926629 -1.259821 0.32 0.13 0.09
H -1.293633 1.674138 0.348552 -0.04 0.00 0.15
H 1.582644 -0.501123 1.414833 -0.28 -0.19 0.20
H 0.105484 0.244341 2.110622 -0.28 -0.07 -0.27
H 1.598380 1.148153 1.903884 -0.21 -0.08 0.27
H 1.355814 1.374341 -1.794257 0.43 -0.37 -0.41
H 3.302296 0.174994 0.139743 -0.23 0.01 0.15
H 3.411540 0.010603 -1.484932 -0.11 0.22 -0.11
O 0.137740 -3.754855 3.032076 0.25 0.04 0.08
H 1.050311 -3.554328 3.297270 -0.54 0.09 -0.24
H -0.207972 -2.982117 2.566879 0.30 -0.11 0.15
```
Forces are in eV/Å.

No. 2
# C6H15NO

C6H15NO in the gas phase at a distorted geometry (ωB97M-V with the def2-TZVPD basis set, the OMol25 dataset).

Summary:
LUMO	1.052	eV
SMILES string	CCN(C)CCCO
maximum force	0.043	Eh/bohr

```
23
Properties=species:S:1:pos:R:3:forces:R:3
C -2.345551 1.489306 -1.347369 1.41 -0.65 -0.77
C -2.016796 0.251501 -0.487427 1.26 1.79 -0.36
N -0.505777 0.152050 -0.377641 -0.79 -1.36 0.33
C -0.198316 -0.984640 -1.281487 0.76 0.16 -0.16
C -0.167750 -0.125727 1.061200 -0.86 -0.43 -1.01
C 1.259614 0.048414 1.501275 1.82 0.88 0.55
C 2.386625 -0.649094 0.721942 0.09 0.37 0.57
O 3.682247 -0.102799 0.954274 0.68 -0.51 0.02
H -2.275653 1.224349 -2.407389 -0.27 -0.17 -0.01
H -1.510443 2.213325 -1.271328 -0.85 -0.02 0.56
H -3.329212 1.870237 -1.172749 -0.47 0.52 0.22
H -2.396233 -0.640849 -0.969995 -0.39 -0.17 0.30
H -2.420865 0.389840 0.508018 -0.27 -0.20 0.11
H -0.233142 -0.644003 -2.316508 -0.13 0.16 -0.03
H -0.903930 -1.818066 -1.213445 -0.09 -0.06 0.31
H 0.792472 -1.419102 -1.165333 0.04 0.24 0.26
H -0.468531 -1.173308 1.255209 -0.03 0.21 0.33
H -0.835234 0.544957 1.628092 0.51 -0.36 0.06
H 1.371086 -0.188109 2.576853 -0.35 -0.50 -0.39
H 1.638703 1.076803 1.541290 -0.83 0.47 -0.53
H 2.442497 -1.685659 1.080233 -0.13 -0.08 -0.84
H 2.301368 -0.478389 -0.349246 -0.62 -0.71 0.02
H 3.732811 0.648957 1.531521 -0.48 0.43 0.46
```
Forces are in eV/Å.

No. 3
# C6H15NO

C6H15NO as an isolated structure at a distorted geometry (ωB97M-V with the def2-TZVPD basis set, the OMol25 dataset).

Summary:
LUMO	-2.734	eV
maximum force	0.081	Eh/bohr

```
23
Properties=species:S:1:pos:R:3:forces:R:3
C 2.672582 0.625062 0.390715 0.63 -0.22 -0.59
C 1.308237 0.023162 0.018918 0.27 -1.25 0.74
C 0.352944 0.216342 1.243572 0.34 0.51 -0.98
C -1.014993 -0.420732 1.047351 0.59 -0.51 -0.15
C -2.797555 1.239069 0.554144 -1.70 0.27 -3.66
C -1.886650 0.387818 0.005420 -0.45 -1.70 3.48
N 1.467794 -1.458822 -0.186143 -0.49 1.84 1.98
H 3.474637 0.281081 -0.298317 -0.52 0.17 0.13
H 3.082746 0.417476 1.398713 -0.72 0.03 -0.34
H 2.577655 1.697276 0.227753 0.24 0.17 0.29
H 0.991591 0.515220 -0.950831 -0.10 -0.37 1.39
H 0.310911 1.318156 1.378481 -0.43 -0.54 0.26
H 0.744052 -0.241428 2.169562 0.45 0.24 -0.55
H -0.869584 -1.588787 0.952500 -0.50 2.40 -0.62
H -1.556322 -0.353877 1.968902 -0.30 0.20 0.77
H -3.716047 1.603034 -0.068452 1.79 -0.73 0.54
H -2.916925 1.837758 1.485852 1.20 -1.17 -0.15
H -1.231889 -1.698593 -1.120259 -0.70 1.83 -0.44
H 0.678634 -1.869654 -0.630786 -0.31 -0.21 -0.70
H 2.285853 -1.549931 -0.705534 1.30 -0.76 -1.34
H -1.063196 -0.310320 -3.300035 1.99 0.20 3.26
H -1.239090 -0.346235 -1.420433 1.42 0.60 -2.63
O -0.454371 -0.240468 -2.418103 -4.00 -0.99 -0.67
```
Forces are in eV/Å.

No. 4
# C6H15NO

C6H15NO in the gas phase at a distorted geometry (ωB97M-V with the def2-TZVPD basis set, the OMol25 dataset).

Summary:
LUMO	0.805	eV
SMILES string	CC(C)(C)[C@](C)(N)O
maximum force	0.098	Eh/bohr

```
23
Properties=species:S:1:pos:R:3:forces:R:3
C 1.085296 1.486846 -0.098815 -0.08 -0.12 0.05
C 0.581811 0.052422 -0.008396 2.01 -2.21 -3.81
C 1.233157 -0.768468 -1.399362 -0.38 1.43 2.14
C 1.121238 -0.674428 1.207419 0.24 -0.40 0.87
C -0.885893 -0.085917 -0.245658 -2.04 2.25 4.04
C -1.559058 0.810730 1.098872 -0.17 -1.03 -2.39
N -1.417318 -1.394886 -0.118123 -0.04 -1.14 0.17
O -1.266592 0.551426 -1.433791 0.01 0.26 -0.33
H 0.940144 2.010957 0.843459 -0.09 0.09 0.09
H 2.153882 1.483904 -0.308439 0.07 -0.01 0.04
H 0.585379 2.037333 -0.890584 -0.03 0.01 -0.06
H 1.044103 -1.837798 -1.342802 -0.09 -0.02 0.00
H 0.830757 -0.342029 -2.313448 -0.09 -0.03 0.04
H 2.307653 -0.606865 -1.362834 0.11 -0.04 -0.03
H 1.506948 0.002611 1.967103 -0.04 0.31 -0.01
H 0.423480 -1.315475 1.740591 -0.47 0.07 -0.23
H 1.951574 -1.343478 0.990408 0.17 0.10 -0.38
H -1.565728 1.860280 0.821184 0.12 0.16 0.08
H -2.591196 0.479134 1.210131 -0.13 -0.02 -0.10
H -1.097589 0.664871 2.069192 0.47 -0.20 -0.15
H -0.830538 -2.157750 -0.423680 0.24 0.21 -0.17
H -2.322493 -1.525688 -0.553607 0.07 0.29 0.14
H -2.229016 0.612269 -1.448821 0.14 0.04 0.03
```
Forces are in eV/Å.

Computed energy relative to the best compared isomer or geometry (same formula, charge and spin), in the same sequence as the records: 35.24, 57.80, 235.91, 39.04 kcal/mol.
Computed calculated total energy, in the same sequence as the records: -10002.2290, -10001.2505, -9993.5270, -10002.0641 eV.
Computed HOMO-LUMO gap, in the same sequence as the records: 8.5, 9.9, 5.9, 9.8 eV.